(1)
Computed, not measured: 8 unconnected molecules or ions with the total composition C38H40Br2O16S2, with ωB97M-V with the def2-TZVPD basis set.

Properties
gap between HOMO and LUMO: 7.74 eV
SMILES: O=C1C=CC(=O)C=C1.O=C1C=CC(=O)C=C1.O=C1C=CC(=O)C=C1.O=C1C=CC(=O)C=C1.O=C1C=CC(=O)C=C1.CCOS(C)(=O)=O.CCOS(C)(=O)=O.BrCCBr
lowest unoccupied orbital energy: -2.1 eV

Cartesian coordinates (Å):
1 O -28.051 -20.174 -35.345
2 C -28.790 -21.144 -35.278
3 C -28.521 -22.574 -35.185
4 C -29.428 -23.563 -35.463
5 C -30.831 -23.283 -35.698
6 O -31.677 -24.191 -35.949
7 C -31.173 -21.856 -35.548
8 C -30.246 -20.897 -35.238
9 H -27.527 -22.926 -34.951
10 H -28.887 -24.497 -35.439
11 H -32.191 -21.497 -35.544
12 H -30.585 -19.875 -35.156
13 O -37.791 -20.729 -24.953
14 C -36.646 -20.267 -24.727
15 C -36.340 -19.703 -23.391
16 C -35.191 -19.041 -23.139
17 C -34.200 -18.750 -24.154
18 O -33.280 -17.992 -24.141
19 C -34.301 -19.773 -25.271
20 C -35.432 -20.461 -25.554
21 H -37.036 -20.028 -22.632
22 H -35.051 -18.849 -22.086
23 H -33.533 -19.996 -25.997
24 H -35.270 -21.135 -26.383
25 O -27.103 -16.774 -18.524
26 C -27.045 -17.581 -19.454
27 C -26.687 -17.259 -20.877
28 C -26.433 -18.309 -21.796
29 C -26.908 -19.724 -21.601
30 O -26.944 -20.602 -22.442
31 C -27.107 -20.059 -20.206
32 C -27.121 -19.023 -19.270
33 H -26.283 -16.297 -21.156
34 H -26.226 -18.036 -22.820
35 H -27.321 -21.092 -19.976
36 H -27.399 -19.303 -18.265
37 O -28.576 -29.483 -31.711
38 C -28.740 -28.567 -30.941
39 C -30.029 -28.127 -30.265
40 C -30.114 -27.056 -29.444
41 C -29.044 -26.045 -29.273
42 O -29.232 -24.896 -28.860
43 C -27.733 -26.578 -29.701
44 C -27.585 -27.750 -30.394
45 H -30.848 -28.827 -30.341
46 H -31.072 -26.863 -28.984
47 H -26.808 -26.156 -29.335
48 H -26.578 -28.072 -30.615
49 O -33.673 -35.997 -28.991
50 C -34.371 -35.192 -28.372
51 C -33.976 -34.004 -27.770
52 C -34.603 -33.186 -26.941
53 C -36.114 -33.322 -26.654
54 O -36.833 -32.656 -25.875
55 C -36.570 -34.592 -27.361
56 C -35.816 -35.419 -28.158
57 H -32.929 -33.844 -27.977
58 H -34.029 -32.364 -26.539
59 H -37.608 -34.822 -27.167
60 H -36.281 -36.268 -28.636
61 C -38.381 -35.615 -37.244
62 C -38.812 -34.942 -35.939
63 O -38.197 -33.640 -35.759
64 S -38.674 -32.623 -34.464
65 C -39.072 -31.243 -35.505
66 O -39.804 -33.206 -33.792
67 O -37.432 -32.448 -33.725
68 H -37.372 -36.022 -37.183
69 H -38.493 -34.923 -38.078
70 H -39.015 -36.483 -37.422
71 H -39.829 -35.153 -35.609
72 H -38.257 -35.481 -35.171
73 H -39.207 -30.255 -35.065
74 H -39.991 -31.443 -36.057
75 H -38.161 -31.145 -36.096
76 C -26.642 -17.678 -29.473
77 C -25.336 -18.454 -29.440
78 O -24.339 -17.785 -28.649
79 S -23.400 -16.545 -29.218
80 C -22.208 -17.467 -30.349
81 O -24.150 -15.531 -30.056
82 O -22.683 -16.168 -28.011
83 H -26.723 -16.903 -30.235
84 H -26.992 -17.075 -28.635
85 H -27.363 -18.487 -29.592
86 H -25.390 -19.504 -29.152
87 H -25.172 -18.413 -30.517
88 H -22.935 -17.566 -31.154
89 H -21.724 -18.292 -29.826
90 H -21.383 -16.802 -30.608
91 Br -31.617 -35.108 -37.611
92 C -31.027 -34.999 -35.727
93 C -29.661 -35.705 -35.646
94 Br -28.333 -34.578 -36.651
95 H -31.760 -35.410 -35.031
96 H -31.103 -33.969 -35.379
97 H -29.537 -36.716 -36.033
98 H -29.298 -35.897 -34.636



(2)
Computed, not measured: 5 unconnected molecules or ions with the total composition C38H40BrFN4O11, with ωB97M-V with the def2-TZVPD basis set.

Properties
gap between HOMO and LUMO: 7.25 eV
SMILES: CCCN[C@@]1(Br)NC(=O)C[C@@]1(CCCCCN)C(=O)NC(=O)F.O=C1C=CC(=O)C=C1.O=C1C=CC(=O)C=C1.O=C1C=CC(=O)C=C1.O=C1C=CC(=O)C=C1
lowest unoccupied orbital energy: -1.8 eV

Cartesian coordinates (Å):
1 C 0.936 2.901 -1.321
2 C 2.367 2.886 -1.858
3 C 2.785 1.611 -2.601
4 N 2.354 0.407 -1.839
5 C 1.597 -0.608 -2.512
6 Br 0.147 0.233 -3.642
7 N 2.303 -1.519 -3.376
8 C 1.372 -2.502 -3.750
9 O 1.327 -3.053 -4.824
10 C 0.498 -2.739 -2.536
11 C 0.868 -1.600 -1.546
12 C -0.237 -0.900 -0.705
13 C -1.612 -1.582 -0.673
14 C -2.595 -1.165 -1.775
15 C -4.052 -1.157 -1.263
16 C -4.404 0.263 -0.796
17 N -4.504 1.242 -1.898
18 C 1.726 -2.348 -0.494
19 O 1.194 -3.170 0.196
20 N 3.143 -2.130 -0.273
21 C 3.396 -1.190 0.708
22 O 2.656 -0.372 1.158
23 F 4.662 -1.280 1.136
24 H 0.871 2.343 -0.388
25 H 0.226 2.505 -2.043
26 H 0.653 3.923 -1.069
27 H 3.031 2.958 -0.989
28 H 2.583 3.773 -2.459
29 H 3.879 1.614 -2.629
30 H 2.452 1.585 -3.638
31 H 3.204 -0.072 -1.572
32 H 2.810 -1.121 -4.159
33 H -0.547 -2.925 -2.768
34 H 0.866 -3.705 -2.172
35 H -0.338 0.145 -0.993
36 H 0.119 -0.884 0.325
37 H -2.075 -1.338 0.286
38 H -1.488 -2.668 -0.684
39 H -2.333 -0.167 -2.127
40 H -2.527 -1.818 -2.650
41 H -4.142 -1.871 -0.445
42 H -4.757 -1.423 -2.055
43 H -3.615 0.608 -0.119
44 H -5.333 0.269 -0.230
45 H -4.652 0.746 -2.770
46 H -3.629 1.739 -2.000
47 H 3.679 -1.993 -1.127
48 O 6.373 2.761 5.577
49 C 5.566 2.918 4.687
50 C 4.964 4.251 4.425
51 C 4.080 4.429 3.447
52 C 3.657 3.300 2.580
53 O 2.863 3.472 1.678
54 C 4.251 1.966 2.844
55 C 5.141 1.793 3.818
56 H 5.290 5.058 5.069
57 H 3.633 5.392 3.233
58 H 3.926 1.156 2.202
59 H 5.593 0.831 4.027
60 O -0.829 4.185 0.971
61 C -0.832 4.954 1.905
62 C -1.783 6.092 1.969
63 C -1.779 6.935 2.998
64 C -0.825 6.774 4.126
65 O -0.824 7.543 5.062
66 C 0.126 5.636 4.060
67 C 0.122 4.792 3.032
68 H -2.469 6.190 1.138
69 H -2.462 7.772 3.068
70 H 0.814 5.540 4.891
71 H 0.807 3.958 2.958
72 O -10.462 -1.191 4.122
73 C -9.558 -1.280 3.322
74 C -9.436 -0.333 2.185
75 C -8.444 -0.434 1.305
76 C -7.414 -1.497 1.425
77 O -6.509 -1.585 0.624
78 C -7.534 -2.443 2.562
79 C -8.527 -2.343 3.441
80 H -10.198 0.434 2.118
81 H -8.335 0.245 0.469
82 H -6.772 -3.209 2.629
83 H -8.635 -3.021 4.278
84 O 4.235 -3.683 -2.437
85 C 4.266 -4.876 -2.673
86 C 3.466 -5.462 -3.776
87 C 3.499 -6.768 -4.026
88 C 4.336 -7.689 -3.215
89 O 4.367 -8.877 -3.445
90 C 5.135 -7.097 -2.111
91 C 5.102 -5.791 -1.861
92 H 2.863 -4.774 -4.358
93 H 2.925 -7.220 -4.825
94 H 5.735 -7.786 -1.532
95 H 5.674 -5.337 -1.061



(3)
Computed, not measured: a molecular structure, C38H40BrMoN6O4S2, with ωB97M-V with the def2-TZVPD basis set.

Properties
gap between HOMO and LUMO (alpha / beta): 7.09 / 7.10 eV
energy relative to the best compared isomer or geometry (same formula, charge and spin): 1.6 kcal per mole
net charge: +1
lowest unoccupied orbital energy (alpha / beta): -3.0 / -3.0 eV

Cartesian coordinates (Å):
1 Mo -0.399 0.274 0.332
2 O 0.864 -1.485 3.481
3 C 0.802 -2.834 3.282
4 C 1.594 -3.720 3.995
5 C 1.456 -5.087 3.796
6 C 0.527 -5.573 2.890
7 C -0.254 -4.673 2.179
8 C -0.124 -3.300 2.349
9 C -1.007 -2.377 1.557
10 O -0.242 -1.556 0.698
11 N -1.845 -1.536 2.414
12 N -1.758 -0.166 2.073
13 C -2.771 0.493 2.474
14 C -2.935 1.934 2.331
15 Br -1.379 2.854 1.811
16 C -4.116 2.489 2.613
17 C -4.648 3.857 2.555
18 C -4.016 4.946 1.949
19 C -4.624 6.190 1.939
20 C -5.867 6.369 2.531
21 C -6.509 5.297 3.132
22 C -5.905 4.051 3.135
23 H 1.558 -1.284 4.118
24 H 2.312 -3.340 4.715
25 H 2.070 -5.772 4.367
26 H 0.409 -6.637 2.740
27 H -0.976 -5.038 1.457
28 H -1.648 -2.989 0.919
29 H -1.585 -1.639 3.388
30 H -3.589 -0.050 2.941
31 H -4.844 1.760 2.965
32 H -3.059 4.832 1.468
33 H -4.129 7.023 1.459
34 H -6.338 7.343 2.516
35 H -7.479 5.428 3.591
36 H -6.409 3.211 3.598
37 C 1.626 -1.078 -3.447
38 C 1.282 -0.261 -2.236
39 N 0.191 -0.479 -1.589
40 N -0.686 -1.401 -2.187
41 C -1.914 -1.119 -1.922
42 S -2.450 0.207 -0.891
43 S -3.219 -2.108 -2.531
44 C -2.428 -3.026 -3.891
45 C -2.598 -2.389 -5.244
46 C -3.377 -3.015 -6.209
47 C -3.552 -2.444 -7.463
48 C -2.952 -1.231 -7.762
49 C -2.181 -0.591 -6.798
50 C -2.007 -1.166 -5.550
51 C 2.100 0.914 -1.864
52 C 3.381 1.114 -2.388
53 C 4.058 2.305 -2.201
54 C 3.436 3.349 -1.523
55 C 2.173 3.175 -0.989
56 C 1.532 1.952 -1.118
57 O 0.361 1.779 -0.471
58 H 0.914 -0.890 -4.249
59 H 1.544 -2.136 -3.201
60 H 2.619 -0.859 -3.821
61 H -2.905 -4.006 -3.874
62 H -1.382 -3.147 -3.613
63 H -3.851 -3.963 -5.981
64 H -4.161 -2.946 -8.203
65 H -3.086 -0.783 -8.738
66 H -1.720 0.363 -7.020
67 H -1.422 -0.653 -4.797
68 H 3.855 0.325 -2.953
69 H 5.054 2.430 -2.605
70 H 3.939 4.300 -1.409
71 H 1.674 3.967 -0.446
72 C 2.993 -1.778 0.185
73 N 3.588 -0.809 1.087
74 C 5.023 -0.972 1.291
75 C 5.496 -0.173 2.481
76 C 5.023 1.251 2.321
77 N 3.578 1.274 2.145
78 C 2.879 2.455 2.620
79 C 2.897 0.298 1.480
80 O 1.678 0.449 1.277
81 H 3.175 -2.786 0.565
82 H 3.444 -1.701 -0.810
83 H 1.927 -1.627 0.115
84 H 5.564 -0.669 0.386
85 H 5.213 -2.037 1.437
86 H 6.582 -0.211 2.556
87 H 5.078 -0.594 3.399
88 H 5.514 1.726 1.464
89 H 5.260 1.845 3.204
90 H 2.998 2.554 3.701
91 H 1.825 2.368 2.381
92 H 3.280 3.352 2.143



(4)
Computed, not measured: a molecular structure, C38H40F12Ge2NO2SiTi, with ωB97M-V with the def2-TZVPD basis set.

Properties
gap between HOMO and LUMO (alpha / beta): 5.95 / 5.49 eV
energy relative to the best compared isomer or geometry (same formula, charge and spin): 44.2 kcal per mole
multiplicity: 2
net charge: -2
lowest unoccupied orbital energy (alpha / beta): 4.4 / 3.7 eV

Cartesian coordinates (Å):
1 Ti 1.286 -0.020 -0.540
2 C -2.289 -1.218 -5.050
3 C -1.790 -0.419 -3.873
4 C -2.533 0.622 -3.344
5 C -2.099 1.366 -2.239
6 C -0.869 1.045 -1.675
7 N -0.176 1.492 -0.534
8 C -0.363 2.657 0.153
9 C -1.247 3.667 -0.283
10 C -1.375 4.881 0.361
11 C -0.629 5.178 1.492
12 C -0.742 6.498 2.208
13 C 0.239 4.190 1.943
14 C 0.389 2.954 1.328
15 C 1.371 1.940 1.953
16 O 1.652 0.832 1.223
17 C 0.784 1.462 3.315
18 F -0.300 0.734 3.098
19 F 0.407 2.459 4.148
20 F 1.663 0.716 3.999
21 C 2.739 2.629 2.299
22 F 3.726 1.743 2.429
23 F 2.721 3.346 3.455
24 F 3.103 3.493 1.336
25 C -0.107 -0.040 -2.168
26 C -0.568 -0.747 -3.256
27 C 2.599 -1.468 -1.557
28 O 2.957 -0.898 -0.343
29 C 3.632 -1.251 -2.617
30 F 3.195 -1.581 -3.859
31 F 4.794 -1.959 -2.442
32 F 4.047 0.028 -2.691
33 C 2.236 -2.940 -1.467
34 F 0.938 -3.201 -1.786
35 F 2.936 -3.766 -2.299
36 F 2.414 -3.431 -0.229
37 H -3.209 -0.791 -5.455
38 H -2.498 -2.253 -4.764
39 H -1.549 -1.250 -5.854
40 H -3.496 0.859 -3.789
41 H -2.770 2.103 -1.819
42 H -1.802 3.512 -1.193
43 H -2.064 5.619 -0.041
44 H -1.489 7.135 1.730
45 H 0.207 7.042 2.206
46 H -1.038 6.367 3.253
47 H 0.822 4.403 2.830
48 H 0.006 -1.589 -3.636
49 C -2.582 -4.575 1.376
50 Ge -1.150 -3.989 0.122
51 C -2.028 -4.050 -1.650
52 C 0.124 -5.501 0.166
53 Ge -0.357 -1.758 0.793
54 C 0.352 -2.224 2.593
55 C 1.726 -2.083 2.806
56 C 2.306 -2.455 4.013
57 C 1.526 -2.973 5.038
58 C 0.158 -3.123 4.843
59 C -0.416 -2.756 3.631
60 C -2.233 -1.069 0.977
61 C -2.930 -0.915 -0.227
62 C -4.257 -0.509 -0.259
63 C -4.937 -0.252 0.924
64 C -4.267 -0.399 2.132
65 C -2.936 -0.800 2.153
66 H -3.101 -5.434 0.936
67 H -3.310 -3.779 1.549
68 H -2.161 -4.882 2.336
69 H -2.321 -5.082 -1.869
70 H -1.361 -3.697 -2.437
71 H -2.925 -3.428 -1.650
72 H -0.437 -6.435 0.061
73 H 0.658 -5.520 1.118
74 H 0.856 -5.434 -0.637
75 H 2.344 -1.655 2.024
76 H 3.373 -2.326 4.154
77 H 1.978 -3.254 5.982
78 H -0.464 -3.529 5.634
79 H -1.482 -2.902 3.494
80 H -2.421 -1.106 -1.167
81 H -4.753 -0.384 -1.216
82 H -5.974 0.065 0.906
83 H -4.780 -0.194 3.066
84 H -2.441 -0.892 3.110
85 C 1.734 4.089 -1.755
86 Si 2.391 2.327 -1.931
87 C 2.001 1.920 -3.739
88 C 4.236 2.431 -1.501
89 H 2.345 4.689 -2.445
90 H 1.829 4.512 -0.755
91 H 0.695 4.172 -2.071
92 H 2.651 2.527 -4.384
93 H 0.964 2.214 -3.919
94 H 2.107 0.873 -4.008
95 H 4.807 2.625 -2.417
96 H 4.611 1.515 -1.048
97 H 4.392 3.259 -0.811



(5)
Computed, not measured: 8 unconnected molecules or ions with the total composition C38H40N8, with ωB97M-V with the def2-TZVPD basis set.

Properties
gap between HOMO and LUMO: 8.43 eV
SMILES: c1cc[nH]c1.c1cc[nH]c1.c1ccncc1.c1ccncc1.c1ccncc1.c1ccncc1.c1ccncc1.c1ccncc1
energy relative to the best compared isomer or geometry (same formula, charge and spin): 82.0 kcal per mole
lowest unoccupied orbital energy: 0.2 eV

Cartesian coordinates (Å):
1 C -16.318 15.981 11.023
2 C -17.191 15.447 10.045
3 C -16.820 14.150 9.747
4 N -15.750 13.846 10.616
5 C -15.419 14.944 11.354
6 H -16.493 16.997 11.347
7 H -17.883 16.122 9.564
8 H -17.142 13.547 8.911
9 H -15.290 12.952 10.716
10 H -14.530 14.958 11.968
11 C -17.045 15.306 2.766
12 C -18.456 15.531 2.809
13 C -19.073 15.014 1.689
14 N -18.023 14.589 0.928
15 C -16.803 14.673 1.569
16 H -16.331 15.635 3.507
17 H -19.033 15.950 3.620
18 H -20.052 14.990 1.234
19 H -18.064 14.179 0.005
20 H -15.874 14.369 1.109
21 C -8.845 16.627 12.894
22 C -7.694 16.186 13.572
23 C -6.953 15.167 13.002
24 N -7.298 14.497 11.834
25 C -8.401 15.006 11.232
26 C -9.187 15.891 11.784
27 H -9.474 17.412 13.287
28 H -7.352 16.753 14.425
29 H -6.021 14.859 13.453
30 H -8.656 14.486 10.321
31 H -10.085 16.109 11.225
32 C -19.595 18.385 16.026
33 C -19.655 18.394 17.374
34 C -20.546 17.564 18.064
35 N -21.356 16.730 17.329
36 C -21.354 16.679 16.021
37 C -20.484 17.544 15.294
38 H -18.950 19.019 15.437
39 H -19.027 19.095 17.903
40 H -20.638 17.544 19.140
41 H -21.898 15.884 15.534
42 H -20.402 17.466 14.220
43 C -10.403 7.379 13.112
44 C -10.203 8.751 13.020
45 C -10.996 9.526 12.188
46 N -11.971 8.995 11.472
47 C -12.130 7.593 11.473
48 C -11.242 6.786 12.196
49 H -9.980 6.765 13.894
50 H -9.368 9.196 13.541
51 H -10.942 10.605 12.187
52 H -12.891 7.203 10.813
53 H -11.259 5.712 12.304
54 C -13.240 16.367 18.121
55 C -12.892 15.008 18.058
56 C -12.841 14.251 19.252
57 N -12.983 14.811 20.486
58 C -13.332 16.162 20.548
59 C -13.422 16.930 19.405
60 H -13.411 16.976 17.245
61 H -12.774 14.551 17.087
62 H -12.568 13.206 19.217
63 H -13.597 16.534 21.526
64 H -13.784 17.937 19.262
65 C -19.817 22.650 8.487
66 C -20.845 23.039 7.609
67 C -20.807 22.549 6.251
68 N -19.886 21.723 5.792
69 C -18.958 21.382 6.714
70 C -18.837 21.796 8.034
71 H -19.824 22.776 9.559
72 H -21.703 23.529 8.043
73 H -21.651 22.553 5.577
74 H -18.186 20.701 6.388
75 H -18.260 21.289 8.793
76 C -12.902 8.652 5.312
77 C -11.532 8.650 4.862
78 C -10.787 9.841 5.060
79 N -11.350 10.986 5.536
80 C -12.649 10.955 5.892
81 C -13.450 9.834 5.797
82 H -13.575 7.809 5.361
83 H -11.111 7.712 4.531
84 H -9.770 9.930 4.708
85 H -13.142 11.848 6.249
86 H -14.452 9.895 6.195



Strongest force on any atom? In order: 4.54 0.93 1.21 0.53 5.52 eV/A.